1.
Below is C28H47BrNO8P3PdSi as an isolated structure, with properties calculated with ωB97M-V/def2-TZVPD.

Geometry as XYZ:
```
90
Properties=species:S:1:pos:R:3:mulliken_charge:R:1
Pd -0.18323 -0.71993 0.12952 2.45
O 0.61948 -0.99466 4.08231 -0.72
C 0.16357 -1.13459 2.96987 0.44
O 0.53602 -0.42812 1.93404 -0.73
C -0.92379 -2.16074 2.66337 -1.02
P -0.61335 -2.70910 0.97102 0.78
C -2.11870 -3.47664 0.34562 0.84
C -3.23217 -2.63849 0.24391 -0.98
C -4.43737 -3.15278 -0.20157 -0.85
C -4.53262 -4.49148 -0.56415 -0.50
C -3.42465 -5.31849 -0.47180 -0.70
C -2.21601 -4.81508 -0.00920 -0.41
C 0.69683 -3.93960 1.00831 0.54
C 1.27672 -4.37621 2.19629 -0.54
C 2.31381 -5.29761 2.15751 -0.77
C 2.76382 -5.79017 0.94334 -0.52
C 2.19110 -5.35232 -0.24420 -0.79
C 1.16823 -4.42231 -0.21434 -0.26
H -1.88104 -1.63414 2.63785 0.53
H -0.97781 -2.94575 3.41478 0.48
H -3.14840 -1.58978 0.51417 0.29
H -5.30916 -2.51217 -0.26007 0.46
H -5.47585 -4.89074 -0.91514 0.38
H -3.50005 -6.36063 -0.75404 0.41
H -1.35227 -5.46385 0.06734 0.37
H 0.94966 -3.98411 3.15030 0.28
H 2.77335 -5.62469 3.08115 0.43
H 3.57292 -6.50923 0.91891 0.40
H 2.55584 -5.72105 -1.19413 0.45
H 0.74374 -4.05127 -1.14064 0.50
N -3.46141 0.53490 -2.49756 -0.19
C -2.12354 1.24325 -2.38164 0.86
C -2.09366 2.44347 -3.31286 -1.82
P -0.82729 0.01597 -2.84998 0.71
O -1.57814 -0.65835 -4.13512 -0.66
O -0.92360 -1.07216 -1.77195 -0.58
O 0.39963 0.69010 -3.26571 -0.84
P -1.97188 1.61606 -0.56357 0.48
O -2.24572 3.19159 -0.44327 -0.59
O -3.09874 0.83597 0.03078 -0.91
O -0.53811 1.38708 -0.15780 -0.54
H -3.41808 -0.21797 -3.18806 0.35
H -4.18878 1.19728 -2.76205 0.36
H -3.66532 0.21415 -1.52056 0.34
H -2.20512 2.13048 -4.35333 0.48
H -1.12986 2.94033 -3.22125 0.31
H -2.87441 3.16344 -3.05692 0.50
H -1.03308 -0.53692 -4.91950 0.35
H -1.45087 3.64070 -0.13361 0.33
C 6.37824 -0.52541 1.63146 -1.97
C 4.93634 -0.86808 1.22382 2.86
C 4.74560 -2.38861 1.32673 -1.71
C 3.97734 -0.25795 2.26021 -2.09
Si 4.55811 -0.21054 -0.53538 -0.44
Br 2.68789 -1.33195 -1.17420 -0.47
C 5.86499 -0.70427 -1.84889 2.49
C 5.30500 -0.63584 -3.27824 -1.87
C 6.33941 -2.15023 -1.64406 -2.02
C 7.08807 0.22364 -1.76439 -1.74
C 4.05171 1.63415 -0.58711 3.18
C 3.98495 2.16768 -2.02561 -2.34
C 2.64626 1.85404 0.00565 -2.00
C 5.06428 2.48696 0.20012 -1.84
H 6.53244 -0.83529 2.67077 0.53
H 6.59155 0.54366 1.57710 0.34
H 7.11864 -1.04801 1.02474 0.35
H 5.01435 -2.69854 2.34218 0.58
H 5.36184 -2.96081 0.63237 0.26
H 3.70400 -2.66602 1.16204 -0.05
H 4.17981 -0.71185 3.23560 0.65
H 2.93116 -0.45991 2.02415 0.15
H 4.09759 0.82069 2.37496 0.27
H 4.47914 -1.33332 -3.41844 0.32
H 6.10406 -0.91569 -3.97393 0.53
H 4.95444 0.35392 -3.56167 0.34
H 5.50863 -2.85912 -1.66768 0.29
H 6.88371 -2.28925 -0.70989 0.32
H 7.02132 -2.41076 -2.46114 0.62
H 6.84755 1.25228 -2.03495 0.28
H 7.84996 -0.12764 -2.46971 0.54
H 7.54278 0.23459 -0.77288 0.30
H 3.29818 1.58371 -2.64219 0.36
H 4.95869 2.20375 -2.51616 0.40
H 3.60043 3.19306 -1.99146 0.60
H 1.87308 1.44657 -0.64811 -0.07
H 2.47354 2.93428 0.08175 0.59
H 2.49696 1.43113 0.99447 0.12
H 6.08667 2.38117 -0.16534 0.30
H 5.06216 2.25615 1.26589 0.34
H 4.78922 3.54236 0.09716 0.54
```

Values from the calculation:
largest force on an atom: 1.00 eV Å⁻¹
LUMO level: -0.00255 hartree
relative energy (zero: lowest compared OMol25 entry of this formula, charge and spin): 0.000 eV
HOMO-LUMO gap: 8.5 eV
HOMO energy: -0.3163 hartree

2.
Below is a single C28H47ClN2O4S molecule, with properties calculated with ωB97M-V/def2-TZVPD.

Geometry as XYZ:
```
83
Properties=species:S:1:pos:R:3:mulliken_charge:R:1
C 2.20527 -2.59031 2.86654 -0.17
C 2.51428 -1.88154 1.94630 -1.32
C 2.92939 -0.88757 0.93061 -0.02
C 2.46470 0.55042 1.26482 -1.50
C 3.43122 1.65434 0.74832 0.02
C 3.60272 1.79150 -0.77799 -0.81
C 4.43339 0.67629 -1.45303 -0.85
C 5.84191 0.46142 -0.85701 -0.27
N 6.74286 0.10983 -1.96925 -0.71
S 2.92748 3.19788 1.54714 1.49
O 3.71230 3.29735 2.74692 -0.78
O 3.11074 4.35105 0.72062 -0.69
O 1.40623 2.96083 2.05251 -0.56
C 0.54416 2.29524 1.12108 0.36
Cl 0.50708 3.16648 -0.48092 -0.12
C -0.87227 2.45673 1.75218 -1.19
C -1.59543 3.78207 1.42477 -0.27
C -2.64040 4.06871 2.55071 -0.87
C -4.09029 3.82852 2.08631 -0.87
N -4.28140 2.43460 1.69568 0.35
C -4.72731 2.05949 0.46788 -0.58
C -4.76566 0.68007 0.38079 -0.41
C -4.32003 0.19930 1.66783 -0.54
C -4.04386 1.31413 2.43860 -0.49
C 0.93771 0.79066 0.94569 2.04
O 0.24434 0.09165 1.99553 -0.75
C 0.48019 0.16327 -0.38311 -1.36
C -1.02903 0.27325 -0.71570 0.87
C -1.20250 -0.13911 -2.20349 -1.41
C -2.59262 -0.75242 -2.51696 -0.32
C -2.53897 -1.93272 -3.51546 -1.21
C -2.27524 -3.29833 -2.80101 -0.56
C -0.77690 -3.65887 -2.73488 -0.17
C -0.57022 -4.73808 -1.61042 -0.97
C -0.44915 -4.01383 -0.25430 0.65
C -0.64631 -5.06390 0.88279 -1.62
H 2.15397 -3.12203 3.79544 0.45
H 4.03023 -0.87659 0.97879 0.22
H 2.67966 -1.21814 -0.08022 0.20
H 2.50360 0.62074 2.36340 0.48
H 4.42057 1.41919 1.16238 1.01
H 2.66905 1.90612 -1.33382 0.09
H 4.16203 2.72574 -0.94622 0.59
H 4.58768 1.00032 -2.49351 0.57
H 3.85827 -0.25766 -1.53221 0.27
H 5.82824 -0.35400 -0.11300 0.19
H 6.16266 1.41018 -0.40549 0.26
H 7.67304 -0.09627 -1.62412 0.24
H 6.38178 -0.70070 -2.46048 0.21
H -0.69418 2.39186 2.83390 0.78
H -1.52695 1.62250 1.49661 0.03
H -0.91475 4.63975 1.40301 0.52
H -2.11031 3.65966 0.46391 0.31
H -2.52571 5.09293 2.92739 0.39
H -2.46808 3.40979 3.41350 0.38
H -4.75205 4.11633 2.91595 0.32
H -4.32193 4.43097 1.20175 0.35
H -5.01358 2.67252 -0.38099 0.34
H -5.07780 0.06695 -0.45470 0.57
H -4.21584 -0.84284 1.94677 0.47
H -3.69743 1.27924 3.46464 0.34
H 0.13048 -0.81768 1.69271 0.47
H 0.69365 -0.91848 -0.37379 0.22
H 1.01811 0.55138 -1.25908 0.17
H -1.44077 1.27708 -0.58790 -0.11
H -1.63619 -0.40634 -0.09939 0.14
H -1.08711 0.76683 -2.82087 0.28
H -0.38494 -0.80102 -2.52313 0.65
H -3.09042 -1.06468 -1.59039 0.03
H -3.18637 0.03542 -3.00462 0.48
H -3.53437 -2.02990 -3.97758 0.45
H -1.81686 -1.75246 -4.32429 0.38
H -2.85344 -4.06896 -3.32723 0.41
H -2.67909 -3.22791 -1.78084 0.26
H -0.44935 -4.03496 -3.71295 0.38
H -0.14338 -2.81136 -2.44911 -0.05
H -1.44028 -5.40570 -1.62559 0.31
H 0.35966 -5.26269 -1.86821 0.40
H -1.24683 -3.26835 -0.12177 -0.08
H 0.53550 -3.54198 -0.13357 0.06
H 0.11699 -5.84155 0.77673 0.36
H -0.62845 -4.57560 1.86397 0.38
H -1.64710 -5.49608 0.74408 0.41
```

Values from the calculation:
largest force on an atom: 3.33 eV Å⁻¹
LUMO level: 0.01959 hartree
HOMO-LUMO gap: 8.9 eV
HOMO energy: -0.3091 hartree
SMILES string: C#CC[C@H]1[C@@H](CCCN)S(=O)(=O)O[C@](Cl)(CCCCn2cccc2)[C@@]1(O)CCCCCCCCCC